1.
{
  "formula": "C6H14NO",
  "method": "wB97M-V/def2-TZVPD",
  "relative_energy_kcal_mol": 121.0,
  "homo_energy_ev": -15.4,
  "fmax_ev_per_a": 5.7,
  "mol_weight_g_mol": 116.18,
  "total_charge": 1,
  "homo_lumo_gap_ev": 8.921,
  "e_tot_ha": -366.57438,
  "species": ["C", "C", "C", "C", "C", "C", "N", "O", "H", "H", "H", "H", "H", "H", "H", "H", "H", "H", "H", "H", "H", "H"],
  "positions_angstrom": [[2.3447, 1.2341, -0.1817], [0.4344, -1.0567, 1.3164], [0.7130, -1.3755, -1.1253], [-3.3077, 0.3829, -0.0016], [0.8424, 1.0754, -0.1324], [0.2377, -0.3382, -0.0514], [-1.9671, 0.5944, -0.0109], [-1.2226, -0.4185, -0.0729], [2.7736, 0.8672, 0.6964], [2.7770, 0.6951, -0.9736], [2.6135, 2.2562, -0.2229], [0.1491, -2.0326, 1.4618], [1.5925, -0.8463, 1.4161], [-0.0349, -0.4552, 2.0859], [0.5691, -1.1630, -2.1569], [-0.1009, -2.1373, -0.7976], [1.7171, -1.6392, -0.9561], [-3.6184, -0.7384, 0.1147], [-3.5811, 0.8646, -0.8501], [-3.7205, 1.1301, 0.6896], [0.1937, 1.4029, -1.0184], [0.5954, 1.6982, 0.7709]],
  "atomic_forces_ev_per_a": [[-1.17, -0.61, -0.86], [3.68, 4.30, -0.14], [-4.00, -0.27, 1.95], [-0.92, -3.90, 3.10], [-2.78, 0.50, 0.13], [2.75, -1.02, 1.07], [4.25, -0.11, -0.09], [-3.32, 1.31, -0.69], [0.62, -0.67, 1.60], [0.72, -0.49, -1.26], [0.13, 1.07, -0.33], [-0.42, -2.37, -0.33], [-2.16, -1.10, 0.37], [-0.04, 0.22, 0.25], [-0.24, 0.70, -0.77], [2.12, 0.04, -1.29], [1.01, -0.64, 0.52], [0.23, 2.25, -0.29], [-1.30, 1.20, -3.44], [-0.04, -0.44, 0.50], [1.55, 0.70, 0.84], [-0.68, -0.66, -0.85]]
}

2.
{
  "formula": "C30H50BIrN3O3P2S",
  "method": "wB97M-V/def2-TZVPD",
  "relative_energy_kcal_mol": 53.4,
  "homo_energy_ev": [-9.0, -9.0],
  "fmax_ev_per_a": 3.1,
  "mol_weight_g_mol": 797.79,
  "total_charge": 1,
  "homo_lumo_gap_ev": [2.583, 2.564],
  "e_tot_ha": -2772.90780,
  "species": ["Ir", "C", "C", "C", "C", "P", "C", "N", "B", "N", "C", "P", "C", "C", "C", "C", "C", "C", "C", "C", "C", "C", "C", "C", "C", "C", "C", "C", "C", "C", "H", "H", "H", "H", "H", "H", "H", "H", "H", "H", "H", "H", "H", "H", "H", "H", "H", "H", "H", "H", "H", "H", "H", "H", "H", "H", "H", "H", "H", "H", "H", "H", "H", "H", "H", "H", "H", "H", "H", "H", "H", "H", "H", "H", "N", "C", "C", "C", "C", "C", "C", "S", "O", "O", "O", "H", "H", "H", "H", "H", "H"],
  "positions_angstrom": [[0.4619, -0.8316, -0.5433], [-0.9800, 0.2251, 4.5124], [0.1744, -0.1826, 3.6003], [0.8851, -1.4063, 4.1693], [1.1881, 0.9581, 3.4813], [-0.3718, -0.5423, 1.8032], [-1.3247, 1.0575, 1.4056], [-0.4223, 1.8333, 0.5892], [0.2426, 1.2332, -0.5426], [1.4070, 2.0437, -0.7868], [2.5261, 1.6383, -1.6036], [2.6166, -0.2518, -1.5792], [4.3877, -0.5872, -0.9725], [4.3320, -0.1666, 0.5014], [5.5051, 0.1615, -1.6902], [4.6211, -2.0954, -1.0440], [2.2995, -0.8390, -3.3639], [1.0846, -0.0741, -3.8978], [3.4683, -0.6865, -4.3286], [1.8916, -2.3111, -3.2322], [1.4020, 3.0926, 0.0978], [2.2989, 4.1374, 0.2765], [2.0277, 5.0733, 1.2578], [0.8875, 4.9794, 2.0545], [-0.0038, 3.9335, 1.9097], [0.2559, 2.9710, 0.9397], [-1.4842, -2.0953, 1.6736], [-2.1727, -2.0306, 0.3089], [-2.5495, -2.3110, 2.7406], [-0.4838, -3.2624, 1.6470], [-0.6332, 0.2167, 5.5430], [-1.3342, 1.2308, 4.3077], [-1.8228, -0.4545, 4.4457], [1.4436, -1.1174, 5.0574], [0.1803, -2.1780, 4.4634], [1.5882, -1.8177, 3.4473], [1.6370, 1.1560, 4.4533], [1.9781, 0.6978, 2.7765], [0.7206, 1.8780, 3.1430], [-2.2043, 0.7772, 0.8213], [-1.6444, 1.5974, 2.2954], [2.4273, 1.9882, -2.6377], [3.4476, 2.0566, -1.1934], [4.1394, 0.8990, 0.6113], [3.5417, -0.7100, 1.0215], [5.2784, -0.3854, 0.9918], [5.4175, 1.2385, -1.5762], [6.4584, -0.1351, -1.2553], [5.5441, -0.0721, -2.7485], [3.7622, -2.6364, -0.6473], [4.8080, -2.4242, -2.0624], [5.4897, -2.3683, -0.4491], [1.2963, 0.9770, -4.0712], [0.7744, -0.5044, -4.8487], [0.2532, -0.1454, -3.1883], [3.7899, 0.3506, -4.4038], [4.3117, -1.3070, -4.0380], [3.1573, -1.0101, -5.3215], [1.1028, -2.4125, -2.4710], [1.4969, -2.6855, -4.1750], [2.7273, -2.9414, -2.9434], [3.1750, 4.2460, -0.3425], [2.7038, 5.9004, 1.3993], [0.6998, 5.7394, 2.7969], [-0.8918, 3.8885, 2.5211], [-2.9446, -1.2649, 0.2736], [-1.4413, -1.8098, -0.4982], [-2.6420, -2.9841, 0.0769], [-3.2659, -1.4909, 2.7657], [-3.0984, -3.2223, 2.5046], [-2.1232, -2.4477, 3.7302], [0.3389, -3.0554, 0.9489], [-0.0539, -3.4499, 2.6272], [-0.9710, -4.1785, 1.3175], [-2.5160, 0.4851, -2.0876], [-3.8626, 0.2819, -1.8068], [-4.4834, -0.9007, -2.2156], [-5.8100, -1.1420, -1.9005], [-6.4833, -0.1780, -1.1991], [-5.9125, 0.9795, -0.7407], [-4.5830, 1.2076, -1.0462], [-8.2880, -0.3824, -0.7992], [-8.6153, -1.6223, -1.4509], [-8.8212, 0.8326, -1.3604], [-8.1307, -0.4213, 0.6402], [-2.2397, 1.4563, -2.1000], [-2.1952, -0.0194, -2.9016], [-3.9242, -1.6230, -2.7910], [-6.3153, -2.0410, -2.2057], [-6.5055, 1.6821, -0.1807], [-4.1068, 2.1143, -0.7085]],
  "atomic_forces_ev_per_a": [[-0.07, 0.36, 0.15], [-0.37, -0.01, -0.52], [1.15, -0.22, -0.39], [-0.05, -0.13, -0.14], [-0.09, 0.02, -0.17], [-1.37, 0.47, -0.54], [0.08, -0.55, -0.33], [-0.72, -0.87, -1.06], [1.21, -0.69, 1.57], [-0.40, -0.99, -1.09], [-0.11, -0.21, 0.03], [-0.25, 1.29, 0.00], [-0.64, -0.53, 0.61], [-0.19, 0.03, -0.01], [-0.41, 0.18, -0.28], [-0.13, -0.01, -0.08], [-0.33, -0.22, 0.35], [0.15, 0.10, 0.29], [0.11, 0.08, 0.32], [0.10, 0.07, 0.13], [-0.54, 0.87, 1.12], [-0.21, -0.12, -0.20], [-0.14, 0.03, 0.20], [0.27, 0.09, -0.04], [-0.15, -0.24, -0.30], [1.07, 1.19, -0.14], [0.53, -0.04, -0.20], [0.07, 0.62, 0.54], [0.18, 0.30, 0.14], [0.05, 0.08, 0.11], [0.21, -0.06, 0.07], [-0.04, 0.11, -0.02], [-0.11, -0.05, 0.09], [0.02, 0.05, 0.07], [-0.06, -0.17, 0.00], [0.15, -0.13, 0.03], [0.02, -0.05, 0.09], [0.18, 0.05, 0.01], [0.04, 0.08, 0.00], [-0.10, 0.08, 0.09], [0.08, -0.15, -0.02], [0.13, -0.07, 0.14], [-0.02, -0.12, -0.06], [-0.01, 0.14, 0.06], [0.01, -0.03, 0.12], [0.11, -0.04, -0.03], [0.03, 0.13, 0.00], [0.00, -0.08, 0.13], [0.06, 0.00, -0.10], [-0.01, -0.17, 0.05], [-0.01, -0.09, -0.12], [0.10, 0.03, 0.07], [-0.04, 0.12, 0.01], [-0.05, -0.10, 0.00], [-0.24, 0.06, -0.05], [0.09, 0.06, -0.05], [0.11, 0.00, -0.01], [-0.12, -0.02, -0.04], [-0.10, -0.21, -0.07], [-0.06, 0.01, -0.06], [0.02, -0.12, 0.10], [0.11, -0.01, -0.15], [0.09, 0.09, 0.03], [-0.04, 0.05, 0.06], [-0.12, -0.05, 0.09], [-0.01, 0.10, -0.22], [0.03, 0.02, -0.48], [0.11, -0.12, -0.14], [-0.07, 0.01, 0.03], [-0.05, -0.05, -0.11], [0.04, 0.00, 0.11], [0.06, -0.13, 0.00], [0.10, -0.03, 0.02], [-0.13, -0.02, -0.02], [1.51, 0.04, 0.11], [-1.15, -0.47, 0.40], [0.26, 0.09, 0.07], [0.77, 0.27, -0.18], [-2.60, -0.51, 0.28], [1.01, 0.15, -0.29], [0.17, 0.03, 0.09], [3.10, 0.26, -0.33], [-0.73, -0.47, -0.11], [-0.83, 0.21, 0.04], [-0.92, -0.08, 0.66], [-0.05, 0.02, -0.24], [-0.08, 0.23, -0.12], [0.21, -0.17, -0.18], [-0.18, -0.13, -0.09], [-0.08, 0.14, 0.07], [0.24, 0.30, 0.01]]
}

- Which formula does entry 1 have?
  C6H14NO